Formula: C35H61BBrF16N3O6
Source: the Open Molecules 2025 dataset
Level of theory: ωB97M-V with the def2-TZVPD basis set

Positions of all 123 atoms, in Å:
H: 0.03 0.33 -1.46
H: -1.62 3.18 -12.00
O: -1.69 -1.90 0.74
C: -1.99 7.39 4.05
H: 3.47 -0.82 4.56
N: -4.52 -3.86 -0.41
F: -4.91 9.76 3.97
H: -5.27 -3.85 0.27
C: -2.23 3.82 -10.00
H: 1.32 -2.12 -4.49
C: 2.63 -0.14 4.68
C: 7.05 -6.63 3.38
H: -4.03 -2.06 0.57
H: -3.24 3.43 -9.88
F: 6.51 -3.67 1.90
H: 2.21 0.34 -5.37
H: -0.33 0.33 -3.75
H: -1.84 -0.67 5.55
H: -1.71 1.30 0.60
C: 0.70 1.84 -5.65
H: -0.23 -0.14 5.06
H: 0.86 -1.69 -1.92
H: 1.26 0.99 3.43
H: 0.76 3.23 -7.31
F: -2.96 5.88 8.30
H: 2.79 0.54 2.65
F: -4.24 6.45 6.63
H: -0.48 1.39 -8.85
H: -2.98 10.10 4.34
H: 1.61 0.05 0.27
H: 1.90 -0.62 5.34
F: -3.90 9.06 5.78
C: -1.51 -0.79 3.46
F: 5.02 -7.70 3.99
C: -0.32 0.61 -0.46
C: 0.17 -0.69 1.71
C: -3.66 -2.68 -0.25
C: -1.78 2.70 -7.72
C: -1.45 2.89 -10.96
O: -2.61 -4.00 2.49
H: -0.07 -2.86 1.61
C: 0.66 2.16 -7.15
Br: 2.69 -2.10 1.78
H: -1.17 -1.82 3.48
C: 6.15 -8.85 2.27
H: -0.12 1.95 5.92
H: -0.53 4.17 -8.73
H: -1.75 1.84 -10.84
H: 0.26 -2.08 0.07
N: -1.48 1.11 -0.38
H: 2.97 0.77 5.17
H: -1.30 -5.87 0.60
C: -3.73 9.32 4.47
H: 0.70 -3.29 -2.62
C: 0.44 -1.68 -4.02
H: 7.86 -6.73 2.66
O: -2.19 -5.63 0.84
H: -1.82 -2.54 -3.03
H: -2.06 4.80 -8.11
H: -3.26 4.71 6.71
H: -2.72 2.22 -7.99
C: -0.31 -1.98 0.99
C: 1.32 -1.02 2.68
F: 6.93 -8.69 4.42
C: 2.00 0.19 3.32
H: -0.51 -4.01 -0.87
H: 7.50 -6.50 4.36
H: 7.15 -9.14 1.92
F: -4.32 7.15 3.76
C: 1.11 0.40 -5.36
C: 0.26 -2.29 -2.62
H: -2.29 4.81 -10.46
F: -0.86 5.56 6.62
C: -1.19 -2.38 -2.15
N: -1.76 1.28 4.78
B: -2.34 -4.30 1.18
C: -3.14 5.76 6.97
H: -2.76 -3.05 2.58
H: 4.07 -4.16 2.48
F: -3.20 8.46 2.40
F: 5.50 -8.23 1.26
H: -0.38 2.96 -10.76
H: -2.59 -0.79 3.24
C: 6.25 -7.94 3.50
H: 1.52 1.69 -7.64
H: 1.34 0.11 -3.23
C: 4.51 -4.82 1.73
C: 0.64 0.36 0.68
H: -0.11 2.57 4.26
F: 3.92 -6.03 1.80
H: -1.25 3.21 5.45
H: -4.97 -3.87 -1.32
C: -1.29 -0.10 4.80
C: -2.22 -3.09 0.12
H: -2.08 -4.29 -1.59
F: -1.63 7.59 6.68
F: 5.47 -9.96 2.60
H: -0.42 -1.94 -4.65
C: -0.76 2.29 5.11
F: 6.62 -5.63 0.96
H: -1.52 -1.44 -1.71
C: -1.60 3.95 -8.61
O: -2.03 6.26 4.90
H: -3.65 -2.06 -1.14
C: -1.91 6.34 6.26
H: 0.80 1.31 1.20
C: 0.62 -0.16 -4.02
C: -0.65 1.67 -7.81
H: 1.37 2.53 -5.14
F: 4.28 -4.31 0.49
H: 0.75 -0.25 -6.17
C: -1.46 -3.52 -1.14
O: 6.30 -5.44 3.18
H: -1.63 6.99 3.10
H: -1.85 3.02 -6.68
C: 6.02 -4.94 1.95
H: -0.97 0.77 -7.26
O: -0.89 -0.06 2.40
H: 0.98 -1.68 3.48
C: -3.33 8.05 3.70
H: -2.17 1.50 3.89
H: -0.31 2.01 -5.24
H: -1.26 8.13 4.39

The gap between HOMO and LUMO is 0.3449 hartree. The SMILES is [H]/N=C\C[C@](CO[C@@](CN)(CCCCCCCCCCCCC)B(O)O)(OCCNC)[C@@H](Br)CC.FC(F)C(F)(F)COC(F)(F)C(F)F.FC(F)C(F)(F)COC(F)(F)C(F)F. As for the net charge: 0. The energy above the lowest of the compared OMol25 structures with the same formula, charge and spin is 0.0 kJ/mol. For the electronic energy, the calculation gives -6182.72031 hartree.

Results of the Löwdin charge analysis, in e, for atoms 1 through 4: number 1, H, carries 0.07; number 2, H, carries 0.06; number 3, O, carries -0.09; number 4, C, carries -0.04